Computed, not measured: one molecule with the formula HN2OP at a distorted geometry, with wB97M-V/def2-TZVPD.

Last column: Löwdin charge in e.
CARTESIAN COORDINATES (ANGSTROEM)
N  -0.0364  0.6187  -1.1034  -0.20
N  0.0719  0.0506  -0.0188  -0.38
O  0.6878  0.6845  -2.0591  -0.02
P  -0.1813  -0.0419  1.5321  0.81
H  -0.5420  -1.3119  1.6493  -0.21

Cartesian forces (eV/Å) of the 2 atoms listed first:
N -1.372 0.285 -0.516
N 0.244 -0.557 -0.240

## Properties
E   -14328.3243 eV
HOMO level (spin up / spin down)   -8.884 / -8.889 eV
Frontier orbital gap (spin up / spin down)   7.662 / 7.666 eV
SMILES   [H]/P=N/N=O



Computed, not measured: HN3O3 as an isolated structure at a distorted geometry, with wB97M-V/def2-TZVPD.

Last column: Löwdin charge in e.
CARTESIAN COORDINATES (ANGSTROEM)
N  0.3789  0.7817  0.2419  0.02
N  -1.3067  0.2566  -0.5041  -0.24
N  1.1817  -0.1558  0.1151  -0.70
O  -2.2850  1.0155  -0.0491  -0.51
O  0.9000  -1.3470  -0.2485  -0.25
O  2.4230  0.0810  0.3964  -0.30
H  -1.2919  -0.6320  0.0484  0.00

Cartesian forces (eV/Å) of the 2 atoms listed first:
N -2.434 -0.058 -0.659
N 0.788 0.096 0.693

## Properties
E   -10620.2159 eV
HOMO level   2.151 eV
Frontier orbital gap   5.840 eV
Charge   -2